ORCA calculation (ωB97M-V/def2-TZVPD) on one molecule with the formula C5H8N2O.

Summary:
Energy above the lowest of the compared OMol25 structures with the same formula, charge and spin (kcal/mol): 184.2
LUMO (eV): 0.971
Multiplicity: 1
Structure (SMILES): O[C@@H]1[C@H]2CC=NN[C@H]12
HOMO-LUMO gap (eV): 9.79
Total charge: 0
DFT total energy (eV): -10334.73977

```
16
Properties=species:S:1:pos:R:3:nbo_charge:R:1
H -0.72 -0.81 2.10 0.38
H -2.63 -1.11 -1.22 0.22
H -0.42 0.06 -2.51 0.22
C 0.50 -0.43 0.58 -0.09
N -1.75 -0.67 0.47 -0.24
H 0.53 -1.47 -1.47 0.24
H 0.27 2.33 0.92 0.47
C 0.49 0.58 -0.59 -0.31
C -0.23 -0.51 -1.42 -0.46
H 2.70 0.50 0.67 0.22
N -0.58 -0.39 1.26 -0.47
C -1.64 -0.76 -0.76 0.01
C 1.50 0.75 0.61 0.16
H 0.97 -1.24 0.16 0.17
H -0.29 1.21 -0.10 0.17
O 1.31 1.96 1.28 -0.69
```


ORCA calculation (ωB97M-V/def2-TZVPD) on one molecule with the formula C5H8N2O.

Summary:
Energy above the lowest of the compared OMol25 structures with the same formula, charge and spin (kcal/mol): 136.1
LUMO (alpha / beta) (eV): -0.860 / -0.888
Multiplicity: 1
HOMO-LUMO gap (alpha / beta) (eV): 7.51 / 7.45
Total charge: 0
DFT total energy (eV): -10336.82577

```
16
Properties=species:S:1:pos:R:3:nbo_charge:R:1
H -1.81 1.43 0.69 0.23
H 1.31 -2.23 0.44 0.22
H -1.35 -0.25 -2.31 0.37
C 1.79 0.66 -0.65 -0.37
C 0.90 0.07 0.20 0.12
N -0.63 -1.75 -0.31 -0.41
H -2.74 -0.06 0.42 0.24
H 2.71 1.10 -0.29 0.20
C 0.52 -1.59 0.07 0.12
H 1.56 1.02 1.76 0.48
H -1.43 -0.04 1.61 0.24
H 1.56 0.71 -1.70 0.24
N -0.86 0.38 -1.68 -0.72
O 1.03 0.24 1.58 -0.70
C -0.81 -0.03 -0.47 0.40
C -1.75 0.35 0.65 -0.64
```


ORCA calculation (ωB97M-V/def2-TZVPD) on one molecule with the formula C5H8N2O.

Summary:
Energy above the lowest of the compared OMol25 structures with the same formula, charge and spin (kcal/mol): 124.4
LUMO (alpha / beta) (eV): -0.934 / -0.733
Multiplicity: 1
Structure (SMILES): C/N=C/C=C(/C)N=O
HOMO-LUMO gap (alpha / beta) (eV): 7.78 / 7.68
Total charge: 0
DFT total energy (eV): -10337.33067

```
16
Properties=species:S:1:pos:R:3:nbo_charge:R:1
H 0.48 1.48 1.15 0.21
C 0.25 0.71 0.49 -0.23
H -0.91 1.89 -0.61 0.15
N -1.22 -0.19 -1.20 -0.34
C -0.76 0.80 -0.51 0.04
O 1.32 -2.61 0.25 -0.26
H -1.47 0.38 -3.13 0.21
H -2.70 -0.59 -2.48 0.22
H 2.75 -0.99 2.10 0.23
H -2.55 1.29 -2.02 0.20
H 2.00 0.54 2.40 0.22
H 1.08 -0.82 2.98 0.24
C 1.74 -0.42 2.09 -0.65
C 0.93 -0.39 0.81 0.10
N 1.19 -1.44 -0.04 0.14
C -2.12 0.35 -2.26 -0.46
```


ORCA calculation (ωB97M-V/def2-TZVPD) on one molecule with the formula C5H8N2O2.

Summary:
Energy above the lowest of the compared OMol25 structures with the same formula, charge and spin (kcal/mol): 133.0
LUMO (eV): 0.698
Multiplicity: 1
Structure (SMILES): C=CN(C)C(=O)ON=C
HOMO-LUMO gap (eV): 9.58
Total charge: 0
DFT total energy (eV): -12385.16874

```
17
Properties=species:S:1:pos:R:3:nbo_charge:R:1
C 1.67 1.87 0.88 -0.10
O 1.00 -2.30 0.67 -0.60
H 0.19 1.05 -1.37 0.22
H -2.10 0.44 0.52 0.20
C -1.12 0.42 -0.02 -0.02
N -0.42 -0.79 0.01 -0.51
H -1.05 -1.98 -1.44 0.19
H 1.97 2.87 0.67 0.20
C 0.92 -1.15 0.34 0.88
C -0.74 1.29 -0.93 -0.42
H -1.29 2.23 -0.95 0.21
O 2.03 -0.38 0.18 -0.37
N 2.09 1.01 0.05 -0.11
C -1.23 -1.89 -0.35 -0.41
H -1.05 -2.92 0.19 0.25
H 1.37 1.76 1.98 0.18
H -2.23 -1.52 -0.42 0.20
```


ORCA calculation (ωB97M-V/def2-TZVPD) on C5H8N2O2 as an isolated structure.

Summary:
Energy above the lowest of the compared OMol25 structures with the same formula, charge and spin (kcal/mol): 229.9
LUMO (eV): 0.220
Multiplicity: 1
HOMO-LUMO gap (eV): 8.01
Total charge: 0
DFT total energy (eV): -12380.96760

```
17
Properties=species:S:1:pos:R:3:nbo_charge:R:1
O 1.18 -0.60 -0.37 -0.45
H 0.89 -3.32 -0.73 0.25
C 0.56 2.21 1.77 -0.54
H -1.75 -0.86 -1.45 0.20
H -0.52 -2.95 -1.88 0.23
H -2.31 1.48 -0.13 0.51
H 1.14 -2.62 -2.15 0.22
N 1.37 1.14 0.94 -0.49
H 1.24 3.28 1.25 0.23
H -0.87 2.07 1.21 0.20
C -0.91 -0.65 -0.93 -0.17
C 0.35 -2.74 -1.42 -0.65
N -0.89 0.44 -0.10 -0.22
C 0.16 -1.37 -0.95 0.30
C 0.54 0.50 0.19 0.61
O -1.91 0.90 0.75 -0.48
H 0.47 1.80 2.96 0.23
```


ORCA calculation (ωB97M-V/def2-TZVPD) on one molecule with the formula C5H8N2O2.

Summary:
Energy above the lowest of the compared OMol25 structures with the same formula, charge and spin (kcal/mol): 167.4
LUMO (eV): 0.744
Multiplicity: 1
Structure (SMILES): C#CCCN/C=[N+](\[O-])O
HOMO-LUMO gap (eV): 8.83
Total charge: 0
DFT total energy (eV): -12383.67488

```
17
Properties=species:S:1:pos:R:3:nbo_charge:R:1
N 0.15 -0.12 -1.27 -0.62
H -1.85 0.84 1.39 0.24
H 3.98 1.68 0.08 0.49
H -1.86 0.51 -1.10 0.20
H -0.19 -1.03 -1.68 0.42
C -0.91 0.61 -0.55 -0.22
H -0.12 0.34 1.42 0.25
N 2.01 1.11 -0.50 0.31
H -1.70 -3.36 1.64 0.21
C 1.48 0.16 -1.09 0.17
C -1.57 -2.41 1.40 -0.24
C -1.42 -1.24 1.21 0.00
O 1.66 2.08 0.16 -0.53
O 3.53 0.98 -0.56 -0.64
C -1.09 0.18 0.89 -0.50
H 2.10 -0.52 -1.56 0.22
H -0.61 1.68 -0.52 0.24
```


ORCA calculation (ωB97M-V/def2-TZVPD) on one molecule with the formula C5H8N2O2.

Summary:
Energy above the lowest of the compared OMol25 structures with the same formula, charge and spin (kcal/mol): 158.8
LUMO (alpha / beta) (eV): -0.008 / -0.012
Multiplicity: 1
Structure (SMILES): CC(C)c1cno[n+]1[O-]
HOMO-LUMO gap (alpha / beta) (eV): 8.72 / 8.72
Total charge: 0
DFT total energy (eV): -12384.04808

```
17
Properties=species:S:1:pos:R:3:nbo_charge:R:1
O 3.04 0.18 -0.08 -0.12
N 2.03 -0.67 0.20 0.40
H -0.40 -1.19 -1.79 0.21
O 2.11 -1.86 0.52 -0.40
C -0.55 -0.48 0.24 -0.30
C -1.05 -0.60 -1.26 -0.56
H -0.92 0.45 -1.61 0.19
H 0.77 2.39 -0.28 0.24
H -0.33 -1.48 0.52 0.24
H -2.02 -0.90 -1.28 0.21
C 0.73 0.21 0.26 0.05
H -1.12 0.31 2.17 0.22
N 2.52 1.41 -0.41 -0.13
C -1.60 0.17 1.11 -0.60
H -2.53 -0.50 1.24 0.23
C 1.19 1.40 -0.24 -0.09
H -1.88 1.18 0.69 0.21
```


ORCA calculation (ωB97M-V/def2-TZVPD) on a 2-piece molecular cluster, C5H8N2O3 overall.

Summary:
Energy above the lowest of the compared OMol25 structures with the same formula, charge and spin (kcal/mol): 214.4
LUMO (eV): -0.566
Multiplicity: 1
Structure (SMILES): CC#C[N+](=O)[O-].C=[N+](C)[O-]
HOMO-LUMO gap (eV): 8.42
Total charge: 0
DFT total energy (eV): -14428.44906

```
18
Properties=species:S:1:pos:R:3:nbo_charge:R:1
H 0.09 1.32 -1.12 0.24
H -0.36 2.78 0.13 0.22
C 1.70 -1.68 -1.56 -0.71
H 1.60 -1.75 -2.75 0.25
H 2.20 -2.67 -1.10 0.26
C 0.43 -1.63 -0.88 0.13
C -0.33 1.70 -0.16 -0.48
O 1.56 0.66 0.75 -0.53
O -2.40 -0.34 -0.41 -0.39
H 2.13 -0.74 -1.33 0.27
C -0.70 -1.68 -0.54 -0.01
N 0.45 1.17 0.98 0.14
H 0.54 1.52 2.97 0.20
C -0.05 1.51 2.11 -0.22
H -1.00 1.95 2.18 0.19
H -1.44 1.41 -0.10 0.25
O -2.44 -2.11 0.85 -0.32
N -1.99 -1.42 -0.02 0.51
```


ORCA calculation (ωB97M-V/def2-TZVPD) on C5H8N2O3 as an isolated structure.

Summary:
Energy above the lowest of the compared OMol25 structures with the same formula, charge and spin (kcal/mol): 105.0
LUMO (eV): 0.500
Multiplicity: 1
HOMO-LUMO gap (eV): 8.59
Total charge: 0
DFT total energy (eV): -14433.19037

```
18
Properties=species:S:1:pos:R:3:nbo_charge:R:1
H -0.66 -2.79 -1.99 0.38
H -2.04 1.33 2.98 0.47
H -1.47 -1.35 -1.93 0.37
N -0.62 0.47 0.35 -0.78
H -1.74 2.56 0.80 0.16
H 2.32 1.11 0.12 0.22
O 0.26 2.91 1.09 -0.55
H -1.52 0.18 -0.03 0.38
O 2.53 -0.71 -0.89 -0.40
H 2.12 -2.58 -1.72 0.20
C -0.73 2.21 1.10 0.64
C 1.80 0.24 -0.27 0.06
C 0.48 -0.13 -0.28 0.02
C 1.68 -1.65 -1.38 0.03
O -1.08 1.21 2.79 -0.93
C 0.39 -1.28 -1.13 0.05
H -0.91 0.23 1.86 0.52
N -0.80 -1.94 -1.46 -0.82
```


ORCA calculation (ωB97M-V/def2-TZVPD) on a 2-piece molecular cluster, C5H8N2O3 overall.

Summary:
Energy above the lowest of the compared OMol25 structures with the same formula, charge and spin (kcal/mol): 9.9
LUMO (eV): 0.254
Multiplicity: 1
Structure (SMILES): O=c1cc[nH]c(=O)[nH]1.CO
HOMO-LUMO gap (eV): 10.22
Total charge: 0
DFT total energy (eV): -14437.31647

```
18
Properties=species:S:1:pos:R:3:nbo_charge:R:1
H -0.79 0.84 0.62 0.43
N 2.24 0.91 -0.29 -0.63
H -1.35 -1.05 -0.44 0.47
C 2.68 -0.40 -0.17 0.64
O 0.69 2.61 -0.06 -0.61
C 1.67 -1.33 0.26 -0.36
H 2.88 1.58 -0.69 0.43
O -2.33 -0.88 -0.77 -0.73
C 0.44 -0.90 0.49 0.03
H -3.79 0.50 -0.75 0.19
O 3.80 -0.71 -0.46 -0.57
H -2.30 0.98 0.18 0.14
H 1.93 -2.39 0.25 0.25
C -2.98 0.14 -0.09 -0.24
N 0.13 0.45 0.38 -0.62
H -3.55 -0.23 0.75 0.17
C 1.00 1.43 -0.02 0.79
H -0.37 -1.55 0.80 0.22
```